(1)
{"formula": "C25H20BrF6N3O5PRb", "method": "wB97M-V/def2-TZVPD", "symbols": ["Rb", "C", "C", "O", "N", "C", "C", "C", "C", "C", "C", "N", "H", "H", "H", "H", "H", "H", "H", "H", "H", "H", "Br", "C", "C", "C", "C", "C", "C", "C", "C", "C", "C", "H", "H", "H", "H", "H", "H", "O", "C", "O", "C", "C", "C", "C", "C", "C", "N", "O", "O", "H", "H", "H", "H", "F", "P", "F", "F", "F", "F", "F"], "xyz": [[-0.408259, -0.567696, 0.596135], [0.969215, -4.653470, 1.456372], [0.965477, -3.667706, 0.311015], [1.562498, -2.602498, 0.369369], [0.231522, -4.053587, -0.761642], [-0.065034, -3.217980, -1.921547], [-1.561166, -3.064788, -2.056616], [-2.283679, -3.848401, -2.948090], [-3.665311, -3.737922, -2.973632], [-4.280107, -2.856497, -2.102634], [-3.479416, -2.104576, -1.253150], [-2.154699, -2.191153, -1.237984], [1.813110, -4.432743, 2.103677], [1.032057, -5.683749, 1.103759], [0.047473, -4.527900, 2.027165], [-0.272464, -4.920380, -0.676894], [0.354844, -3.667662, -2.822502], [0.393841, -2.236694, -1.796959], [-1.764060, -4.526754, -3.613009], [-4.251554, -4.336368, -3.660028], [-5.355551, -2.747974, -2.076728], [-3.917169, -1.405698, -0.548473], [-2.163345, 2.687918, 0.535605], [-0.811531, 4.009978, 0.624842], [-1.089229, 5.290571, 0.250398], [-0.076506, 6.273201, 0.303829], [1.177805, 5.957752, 0.735997], [1.493421, 4.635945, 1.133366], [2.789467, 4.271865, 1.580207], [3.082161, 2.989960, 1.945459], [2.087808, 1.977883, 1.878454], [0.872223, 2.350182, 1.438119], [0.480551, 3.638962, 1.069352], [-2.080013, 5.548837, -0.096886], [-0.307520, 7.282160, -0.010711], [1.954660, 6.711789, 0.773845], [3.554007, 5.038269, 1.620423], [4.079151, 2.727336, 2.276345], [2.332851, 0.953819, 2.133759], [1.229519, -0.574219, -3.952481], [0.802667, 0.220474, -3.102469], [0.402855, -0.025709, -1.935465], [0.759383, 1.705287, -3.508379], [0.265739, 2.662107, -2.627841], [0.245126, 4.004165, -2.969910], [0.727994, 4.370317, -4.214814], [1.222800, 3.442596, -5.119242], [1.234643, 2.107161, -4.754083], [0.717876, 5.791010, -4.585331], [1.130152, 6.101574, -5.688815], [0.298441, 6.594892, -3.770933], [-0.097731, 2.325996, -1.666293], [-0.129752, 4.758198, -2.294271], [1.588762, 3.776729, -6.078796], [1.612843, 1.345355, -5.422332], [-1.728480, -2.416307, 2.308871], [-2.518909, -1.443131, 3.356429], [-3.201335, -0.691616, 2.073898], [-1.283034, -0.372318, 3.272267], [-3.292548, -0.464814, 4.364413], [-3.730932, -2.501284, 3.396654], [-1.787846, -2.184962, 4.582058]], "forces_ev_per_angstrom": [[-0.02, 0.12, -0.16], [0.03, 0.01, 0.00], [0.01, -0.03, -0.04], [-0.06, -0.04, 0.03], [0.02, 0.02, 0.00], [-0.04, 0.02, 0.03], [0.01, 0.05, -0.06], [-0.02, 0.04, -0.01], [0.00, -0.01, 0.00], [-0.02, 0.01, -0.01], [0.01, 0.03, -0.04], [0.08, -0.23, 0.12], [0.00, -0.01, 0.00], [-0.02, 0.00, 0.02], [-0.01, 0.01, 0.02], [-0.01, -0.01, 0.01], [-0.01, 0.02, -0.01], [0.06, 0.01, 0.00], [0.00, 0.00, 0.01], [0.00, 0.00, 0.00], [0.00, 0.01, 0.01], [-0.01, -0.01, 0.01], [0.06, 0.02, 0.07], [-0.04, 0.00, -0.06], [-0.03, 0.00, 0.00], [0.00, 0.01, 0.02], [0.00, 0.00, 0.00], [-0.01, 0.01, -0.03], [0.00, -0.02, 0.02], [0.01, 0.02, -0.02], [0.02, -0.12, -0.13], [0.01, 0.08, 0.14], [0.02, -0.01, -0.05], [0.00, 0.00, 0.00], [0.00, 0.00, -0.01], [-0.01, 0.00, -0.01], [-0.01, 0.00, 0.00], [-0.01, 0.01, 0.01], [-0.04, 0.01, 0.05], [-0.07, 0.02, 0.00], [0.04, -0.04, 0.01], [-0.03, 0.08, 0.00], [0.05, 0.01, -0.01], [0.01, 0.01, 0.02], [0.00, -0.05, 0.01], [0.01, -0.01, -0.02], [-0.01, 0.02, 0.01], [-0.03, -0.01, 0.02], [0.00, 0.04, -0.01], [0.00, -0.02, 0.01], [0.00, -0.02, -0.01], [0.00, 0.01, -0.01], [0.00, 0.00, 0.01], [0.00, -0.01, 0.00], [0.00, -0.01, 0.02], [0.24, -0.08, -0.12], [-0.24, -0.01, 0.18], [0.03, 0.00, -0.01], [0.07, -0.07, -0.02], [-0.04, 0.01, -0.03], [-0.02, 0.07, 0.00], [0.01, 0.00, 0.02]], "lumo_energy_ev": [1.859, 1.196], "s2": 0.76, "spin_multiplicity": 2, "e_homo_ev": [-6.2, -6.2], "charge": -1}

=====

(2)
{"formula": "C25H20Cl3F5GeI2NOP2PbSe", "method": "wB97M-V/def2-TZVPD", "symbols": ["Pb", "I", "C", "C", "C", "I", "C", "C", "C", "C", "N", "C", "C", "O", "H", "H", "H", "H", "C", "P", "C", "C", "C", "C", "C", "C", "C", "P", "C", "C", "H", "H", "H", "H", "H", "H", "H", "H", "H", "H", "H", "H", "H", "H", "H", "H", "F", "C", "C", "F", "C", "F", "C", "Se", "C", "F", "C", "F", "Cl", "Ge", "Cl", "Cl"], "xyz": [[0.702878, -0.051093, 0.669662], [5.633395, -1.470323, 3.014686], [4.776201, -2.459341, 1.479183], [5.373497, -3.527137, 0.803215], [4.726826, -4.154677, -0.256800], [5.759215, -5.542248, -1.400442], [3.329556, -3.868931, -0.523700], [2.575612, -4.641670, -1.441939], [1.225478, -4.447341, -1.489334], [0.648953, -3.486509, -0.637637], [1.349152, -2.697815, 0.159856], [2.663282, -2.889452, 0.237409], [3.486977, -1.979367, 1.066188], [3.028278, -0.871862, 1.374414], [6.393117, -3.783416, 1.054042], [3.030903, -5.364862, -2.101354], [0.592392, -5.020890, -2.162625], [-0.411359, -3.278887, -0.603608], [0.113949, 4.145582, 1.815832], [-0.333949, 2.441884, 2.326271], [-0.071134, 2.537341, 4.121922], [-2.156239, 2.506425, 2.223560], [-2.911103, 3.093813, 3.245308], [-4.296497, 3.081090, 3.218730], [-4.947140, 2.510363, 2.149147], [-4.231327, 1.989039, 1.097791], [-2.829680, 1.930398, 1.145680], [-2.003826, 0.928203, -0.159182], [-1.888827, 2.098966, -1.558786], [-3.314040, -0.191565, -0.709522], [-0.521365, 4.829747, 2.422431], [-0.077839, 4.326714, 0.741659], [1.162951, 4.346437, 2.037116], [-0.456962, 3.461090, 4.520473], [0.997151, 2.474367, 4.316298], [-0.590943, 1.707803, 4.576436], [-2.395277, 3.622153, 4.051542], [-4.854311, 3.506823, 4.034380], [-6.020120, 2.509152, 2.142429], [-4.762318, 1.529808, 0.267748], [-2.750778, 2.732063, -1.604250], [-1.814863, 1.520634, -2.497679], [-0.977416, 2.701865, -1.456863], [-2.878797, -0.938205, -1.353677], [-3.767366, -0.742646, 0.108258], [-4.077365, 0.341824, -1.279270], [-1.031386, -0.305229, -7.310260], [-0.439984, -0.141723, -6.133806], [-0.857794, -0.842434, -5.024082], [-1.908568, -1.677968, -5.145030], [-0.196352, -0.712244, -3.811946], [-0.602195, -1.532959, -2.809470], [0.874505, 0.174677, -3.653719], [1.885369, 0.331047, -2.078121], [1.233708, 0.925149, -4.782695], [2.224622, 1.808370, -4.704429], [0.629293, 0.745256, -6.019154], [1.061108, 1.454852, -7.065998], [-0.244116, -1.076264, 3.447812], [1.879759, -1.767078, 4.375622], [2.210040, 0.160140, 5.481921], [1.053098, -3.008969, 6.048364]], "forces_ev_per_angstrom": [[0.84, -1.25, 1.86], [0.71, 0.52, 0.73], [-1.92, -0.20, -1.23], [-0.39, 0.00, -0.82], [-0.69, 0.72, 0.63], [0.18, -0.16, -0.04], [1.44, -1.47, -0.04], [-0.28, 0.58, 0.22], [-0.56, 0.09, 0.12], [-0.11, 0.49, 0.08], [-0.76, 0.40, -0.37], [2.04, 0.31, 0.21], [0.81, -2.29, -0.54], [-1.52, 2.46, 0.61], [0.02, -0.16, 0.01], [0.20, -0.03, 0.12], [0.09, 0.11, 0.17], [-0.20, -0.32, -0.27], [-0.63, 0.51, 0.04], [0.13, -0.04, -0.10], [0.31, -0.10, -0.45], [-0.22, -0.09, 0.01], [0.28, 0.50, 0.02], [0.64, 0.04, 0.22], [-0.31, 0.26, -0.11], [0.35, -0.46, -0.15], [-0.57, -0.31, -0.24], [-0.06, 0.34, 0.55], [0.84, -0.63, -0.40], [-0.31, -0.05, -0.25], [0.47, -0.21, -0.49], [0.09, -0.11, 0.52], [-0.02, -0.06, -0.04], [-0.04, 0.42, 0.13], [-0.01, -0.17, 0.16], [0.10, -0.36, 0.24], [-0.29, -0.37, -0.17], [-0.10, 0.10, 0.15], [-0.35, -0.09, -0.14], [0.04, 0.20, 0.19], [-0.52, 0.44, -0.03], [0.02, 0.25, 0.33], [-0.24, -0.01, -0.06], [0.27, -0.22, -0.40], [-0.05, 0.14, 0.24], [-0.06, -0.11, 0.06], [0.07, 0.01, 0.40], [0.45, 0.53, -0.61], [-0.74, -0.76, 0.39], [0.63, 0.38, 0.14], [-0.32, -0.73, 0.27], [0.35, 0.90, -0.60], [-0.07, -0.01, 0.18], [0.12, -0.06, -0.68], [0.18, -0.02, -0.30], [-0.20, -0.17, -0.03], [0.17, 0.37, 0.16], [-0.31, -0.36, 0.27], [-0.45, 0.46, -0.97], [0.68, -0.52, -0.27], [0.01, 0.31, 0.19], [-0.20, 0.03, 0.16]], "lumo_energy_ev": [-1.167, -4.226], "s2": 0.77, "spin_multiplicity": 2, "e_homo_ev": [-6.8, -6.7]}

=====

Number 1: E -137256.6900 eV. Number 2: E -242832.0114 eV.